The following is a DFT calculation (wB97M-V/def2-TZVPD) of a molecular structure, C23H25BCl2NO3 in a non-equilibrium geometry.

Results
energy above the lowest of the compared OMol25 structures with the same formula, charge and spin: 66.7 kJ/mol
HOMO-LUMO gap: 0.2702 hartree

Structure (ORCA input):
```
! wB97M-V def2-TZVPD RIJCOSX def2/J DEFGRID3
* xyz 1 1
C -3.907 1.246 -0.800
C -3.046 0.232 -1.374
C -3.024 -1.152 -1.313
C -1.681 -1.546 -1.544
C -0.943 -0.383 -1.816
B 0.513 0.082 2.604
O 0.875 1.305 2.186
C 0.038 2.293 2.825
C -1.027 1.521 3.651
N -0.705 0.058 3.515
C -1.868 -0.788 3.170
C 0.218 -0.689 4.496
C 1.015 -1.677 3.583
O 1.002 -1.142 2.237
O -1.792 0.693 -1.712
H -4.963 1.027 -0.981
H -3.781 1.342 0.287
H -3.655 2.224 -1.206
H -3.823 -1.843 -1.049
H -1.264 -2.559 -1.627
H 0.665 2.932 3.475
H -0.437 2.905 2.028
H -1.044 1.872 4.692
H -1.989 1.679 3.145
H -2.086 -1.488 3.979
H -2.745 -0.156 3.009
H -1.716 -1.361 2.250
H 0.884 0.022 5.012
H -0.343 -1.275 5.237
H 2.075 -1.724 3.857
H 0.554 -2.675 3.580
Cl 4.214 -4.718 -1.180
C 3.259 -3.272 -1.308
C 3.514 -2.161 -0.480
C 2.580 -1.106 -0.446
C 1.455 -1.117 -1.298
C 0.366 0.009 -1.354
C 0.696 1.142 -2.346
C 0.672 2.508 -2.021
C 0.842 3.453 -3.062
C 1.016 3.032 -4.396
Cl 1.052 4.171 -5.698
C 1.015 1.666 -4.689
C 0.826 0.741 -3.665
C 1.268 -2.178 -2.155
C 2.176 -3.248 -2.191
H 4.366 -2.185 0.204
H 2.792 -0.234 0.185
H 0.300 0.392 -0.307
H 0.554 2.835 -0.971
H 0.781 4.519 -2.852
H 1.056 1.345 -5.723
H 0.764 -0.315 -3.934
H 0.437 -2.159 -2.860
H 1.998 -4.096 -2.849
*
```

---

The following is a DFT calculation (wB97M-V/def2-TZVPD) of 2 unconnected molecules or ions with the total composition C9H14 in a non-equilibrium geometry.

Results
SMILES: Cc1ccccc1.CC
energy above the lowest of the compared OMol25 structures with the same formula, charge and spin: 115.9 kJ/mol
HOMO-LUMO gap: 0.3606 hartree

Structure (ORCA input):
```
! wB97M-V def2-TZVPD RIJCOSX def2/J DEFGRID3
* xyz 0 1
C -2.138 0.658 -0.277
C 0.198 -2.396 -0.597
C 0.589 -2.283 -1.931
C -0.711 -1.460 -0.175
C -1.282 -0.395 -0.869
C 0.180 -1.137 -2.641
C -0.770 -0.228 -2.197
H 0.640 -3.150 0.026
H 1.213 -3.014 -2.438
H -1.159 -1.514 0.843
H 0.464 -0.975 -3.662
H -1.329 1.299 0.126
H -2.836 0.323 0.486
H -1.156 0.671 -2.644
H -2.668 1.342 -0.952
C 0.750 2.107 2.139
C 1.843 0.996 2.155
H 0.111 2.076 2.992
H 1.345 3.061 2.001
H 0.158 1.881 1.250
H 2.837 1.441 2.028
H 1.809 0.374 3.041
H 1.914 0.324 1.295
*
```

---

The following is a DFT calculation (wB97M-V/def2-TZVPD) of a molecular structure, C41H37N4O3S3Tl.

Results
energy above the lowest of the compared OMol25 structures with the same formula, charge and spin: 25.3 kJ/mol
HOMO-LUMO gap: 0.1410 hartree

Structure (ORCA input):
```
! wB97M-V def2-TZVPD RIJCOSX def2/J DEFGRID3
* xyz -2 1
Tl 0.851 0.236 -0.132
O 4.344 2.577 -3.136
C 3.424 1.976 -2.556
O 3.485 0.969 -1.812
C 2.023 2.603 -2.763
C 1.952 3.919 -3.217
C 0.717 4.504 -3.425
C -0.428 3.755 -3.185
C -0.269 2.456 -2.734
N 0.919 1.889 -2.523
H 2.878 4.446 -3.396
H 0.644 5.528 -3.770
H -1.417 4.167 -3.336
H -1.133 1.834 -2.513
C 1.817 -1.272 -3.270
N 0.745 -1.553 -2.333
C 0.769 -2.960 -1.926
C -0.541 -1.218 -2.936
C -1.704 -1.184 -1.957
C -2.979 -1.499 -2.425
C -4.065 -1.518 -1.555
C -3.850 -1.256 -0.208
C -2.569 -0.916 0.230
C -1.461 -0.822 -0.624
H 1.753 -1.912 -4.171
H 2.782 -1.431 -2.791
H 1.775 -0.225 -3.567
H 0.684 -3.592 -2.831
H -0.095 -3.153 -1.291
H 2.428 -2.458 -0.685
H -0.762 -1.931 -3.754
H -0.435 -0.234 -3.405
H -3.133 -1.749 -3.473
H -5.058 -1.762 -1.919
H -4.677 -1.313 0.496
H -2.431 -0.747 1.298
S 2.408 -6.024 -0.555
C 3.305 -5.307 -1.869
C 3.083 -4.006 -2.050
C 2.045 -3.381 -1.144
C 1.783 -4.424 -0.082
C 1.199 -4.208 1.142
C 0.935 -5.275 2.088
C 0.419 -4.989 3.318
C 0.109 -3.658 3.662
C 0.332 -2.698 2.682
N 0.837 -2.918 1.482
H 3.969 -5.935 -2.448
H 3.574 -3.435 -2.830
H 1.138 -6.300 1.797
H 0.223 -5.791 4.023
H -0.295 -3.390 4.631
H 0.079 -1.657 2.890
S 3.258 1.337 2.491
C 3.848 -0.064 1.776
N 4.017 -0.108 0.421
C 4.453 -1.193 -0.254
C 4.758 -2.347 0.394
C 4.567 -2.384 1.792
C 4.131 -1.278 2.462
H 3.677 0.674 -0.155
H 4.514 -1.069 -1.327
H 5.080 -3.219 -0.155
H 4.739 -3.308 2.330
H 3.945 -1.296 3.525
O -1.032 2.463 0.414
S -1.742 2.101 1.663
C -1.643 3.556 2.729
C -1.675 3.414 4.107
C -1.449 4.523 4.911
C -1.173 5.754 4.333
C -1.131 5.882 2.949
C -1.359 4.779 2.143
C -3.502 2.214 1.266
C -4.483 2.344 2.238
C -5.817 2.320 1.861
C -6.161 2.158 0.525
C -5.169 2.016 -0.437
C -3.832 2.036 -0.067
H -1.858 2.441 4.548
H -1.461 4.423 5.989
H -0.962 6.610 4.962
H -0.898 6.840 2.500
H -1.291 4.833 1.062
H -4.206 2.467 3.279
H -6.591 2.426 2.611
H -7.204 2.131 0.236
H -5.436 1.871 -1.476
H -3.035 1.895 -0.787
*
```

---

The following is a DFT calculation (wB97M-V/def2-TZVPD) of a molecular structure, C35H50BrN4S7SbSiYb in a non-equilibrium geometry.

Results
<S²>: 0.75
HOMO-LUMO gap (alpha / beta): 0.2073 / 0.2074 hartree

Structure (ORCA input):
```
! wB97M-V def2-TZVPD RIJCOSX def2/J DEFGRID3
* xyz -1 2
Yb 1.759 1.449 -0.910
S -0.002 3.479 0.716
C -0.714 2.544 1.902
N -1.237 3.071 3.039
C -1.745 2.181 4.052
C -0.817 0.973 4.134
N -0.795 0.336 2.841
C -0.762 -1.109 2.783
C -2.133 -1.667 3.046
C -3.091 -1.592 2.043
C -4.378 -2.039 2.273
C -4.717 -2.568 3.508
C -3.766 -2.644 4.511
C -2.478 -2.194 4.281
C -0.771 1.107 1.742
S -0.891 0.471 0.200
C -1.348 4.492 3.269
C -0.590 4.879 4.509
C -1.223 5.460 5.599
C -0.501 5.788 6.733
C 0.855 5.527 6.793
C 1.490 4.931 5.716
C 0.772 4.609 4.580
H -2.764 1.845 3.800
H -1.763 2.713 5.007
H -1.190 0.257 4.867
H 0.192 1.304 4.422
H -0.027 -1.460 3.512
H -0.417 -1.388 1.785
H -2.811 -1.175 1.089
H -5.114 -1.967 1.488
H -5.720 -2.928 3.682
H -4.031 -3.047 5.477
H -1.735 -2.268 5.065
H -2.409 4.759 3.359
H -0.929 4.990 2.389
H -2.283 5.665 5.556
H -1.004 6.248 7.570
H 1.422 5.805 7.670
H 2.547 4.720 5.759
H 1.265 4.154 3.734
S 2.748 4.873 -4.666
Sb 2.371 3.434 -2.958
S 3.601 1.397 -2.864
S 0.169 2.554 -2.742
S 2.777 4.118 -0.707
C 0.746 -4.235 -2.352
C -0.523 -3.726 -3.047
C -0.979 -4.776 -4.064
C -1.587 -3.606 -1.949
Si -0.224 -1.982 -3.921
Br 1.042 -0.892 -2.249
C 1.022 -1.980 -5.430
C 2.233 -2.873 -5.146
C 0.327 -2.491 -6.696
C 1.580 -0.578 -5.698
C -1.871 -0.961 -4.190
C -1.636 0.258 -5.091
C -2.401 -0.408 -2.862
C -2.948 -1.836 -4.844
H 0.592 -5.265 -2.038
H 0.960 -3.636 -1.474
H 1.613 -4.200 -2.998
H -1.293 -5.682 -3.550
H -0.170 -5.039 -4.737
H -1.814 -4.419 -4.656
H -1.648 -4.546 -1.402
H -2.570 -3.395 -2.359
H -1.313 -2.825 -1.246
H 1.944 -3.913 -5.042
H 2.744 -2.549 -4.243
H 2.935 -2.801 -5.973
H -0.083 -3.483 -6.541
H 1.033 -2.540 -7.521
H -0.482 -1.831 -6.990
H 2.129 -0.209 -4.839
H 0.819 0.150 -5.946
H 2.278 -0.620 -6.531
H -0.902 0.927 -4.646
H -2.566 0.817 -5.186
H -1.317 -0.028 -6.089
H -1.694 0.303 -2.439
H -2.589 -1.180 -2.125
H -3.333 0.127 -3.044
H -2.583 -2.279 -5.766
H -3.821 -1.232 -5.082
H -3.268 -2.635 -4.183
C 5.608 0.112 4.359
C 4.949 0.554 3.093
C 5.387 1.660 2.364
C 4.657 1.988 1.233
N 3.602 1.290 0.840
C 3.282 0.202 1.587
S 1.978 -0.717 1.034
N 3.912 -0.160 2.703
H 6.463 0.739 4.592
H 5.929 -0.923 4.255
H 4.889 0.156 5.176
H 6.242 2.238 2.673
H 4.910 2.847 0.621
*
```

---

The following is a DFT calculation (wB97M-V/def2-TZVPD) of a gas-phase ion, C6H12NO (charge +1) in a non-equilibrium geometry.

Results
SMILES: C[N+](C)=C[C@@]1(C)CO1
energy above the lowest of the compared OMol25 structures with the same formula, charge and spin: 239.8 kJ/mol
HOMO-LUMO gap: 0.3723 hartree

Structure (ORCA input):
```
! wB97M-V def2-TZVPD RIJCOSX def2/J DEFGRID3
* xyz 1 1
C 0.260 -0.703 -0.532
C 2.482 -0.652 0.755
C 1.550 -0.046 -0.292
C 1.615 1.320 -0.745
C -2.011 -1.330 -0.323
C -1.246 0.422 0.945
N -0.893 -0.503 -0.030
O 2.591 -0.950 -0.590
H 0.412 -1.409 -1.355
H 3.356 -0.031 1.001
H 2.196 -1.472 1.406
H 1.849 1.372 -1.854
H 2.355 2.036 -0.295
H 0.717 1.967 -0.674
H -2.732 -0.722 -0.803
H -2.380 -1.802 0.523
H -1.754 -2.203 -0.864
H -0.473 1.243 1.199
H -1.482 0.157 2.007
H -2.095 1.102 0.620
*
```

---

The following is a DFT calculation (wB97M-V/def2-TZVPD) of a molecular structure, C20H41N2O2P3SZr in a non-equilibrium geometry.

Results
HOMO-LUMO gap: 0.2183 hartree

Structure (ORCA input):
```
! wB97M-V def2-TZVPD RIJCOSX def2/J DEFGRID3
* xyz 4 1
P 0.440 2.091 -1.633
C 1.569 3.501 -1.018
H 1.478 4.382 -1.653
H 2.616 3.198 -1.039
H 1.321 3.804 -0.002
C 1.288 2.091 -3.333
H 0.664 1.639 -4.102
H 2.229 1.545 -3.278
H 1.504 3.108 -3.662
C -1.004 3.287 -1.946
H -0.709 4.072 -2.642
H -1.305 3.764 -1.013
H -1.878 2.785 -2.354
P -2.337 -0.198 1.313
C -2.499 0.655 3.013
H -3.389 0.313 3.540
H -2.589 1.734 2.898
H -1.642 0.448 3.652
C -4.040 0.449 0.775
H -4.463 -0.137 -0.039
H -3.958 1.488 0.454
H -4.753 0.404 1.598
C -2.802 -1.894 2.036
H -3.774 -1.850 2.527
H -2.065 -2.198 2.780
H -2.842 -2.672 1.277
P 1.686 -2.094 -0.025
C 2.952 -2.259 1.393
H 3.713 -3.002 1.155
H 2.466 -2.583 2.313
H 3.464 -1.318 1.588
C 1.254 -3.941 0.079
H 2.144 -4.542 0.264
H 0.813 -4.310 -0.846
H 0.552 -4.112 0.895
C 3.058 -2.112 -1.340
H 3.656 -3.020 -1.261
H 3.724 -1.261 -1.199
H 2.665 -2.054 -2.353
Zr 0.000 0.000 0.000
C -0.410 1.868 1.044
O -0.591 2.848 1.598
C 0.342 -0.688 2.040
O 0.519 -1.016 3.117
C -1.537 -2.626 -1.903
C -0.575 -2.321 -2.808
C -0.487 -1.114 -3.374
C -1.600 -0.344 -3.307
C -2.578 -0.577 -2.427
C -2.601 -1.818 -1.883
H -1.602 -3.601 -1.448
H 0.144 -3.072 -3.086
H 0.301 -0.919 -4.084
H -1.707 0.489 -3.982
H -3.439 0.071 -2.406
H -3.505 -2.173 -1.416
C 2.535 2.765 3.715
N 2.119 1.758 2.762
C 2.974 1.187 1.761
S 2.460 0.838 0.215
N 4.386 1.063 1.980
C 5.021 0.968 3.279
H 3.582 3.089 3.560
H 2.395 2.386 4.749
H 1.901 3.668 3.582
H 1.131 1.535 2.797
H 4.997 0.913 1.164
H 5.574 0.008 3.341
H 5.741 1.804 3.404
H 4.292 0.963 4.110
*
```